#P
Molecular formula: C7H12N3
Method: DFT, ωB97M-V/def2-TZVPD

Last columns: bonded neighbours and bond lengths (Å).
Geometry (Å):
1 C 2.3807 0.1018 1.4525  C2 1.563, H11 1.048, H12 1.166, H13 1.030
2 C 1.7350 0.2540 0.0377  C1 1.563, C3 1.505, N4 1.390, H14 1.091
3 C 2.5104 -0.6521 -0.8802  C2 1.505, H15 1.012, H16 1.148, H17 1.120
4 N 0.4993 -0.3502 0.2383  C2 1.390, N5 1.217
5 N -0.6191 0.0755 0.0148  N4 1.217, C6 1.429
6 C -0.9084 1.3391 -0.5856  N5 1.429, C7 1.364, H18 1.103
7 C -2.2484 1.5948 -0.5760  C6 1.364, C8 1.437, H19 1.116
8 C -3.1313 0.5994 -0.0321  C7 1.437, C9 1.327, H20 1.139
9 C -2.6435 -0.5818 0.3244  C8 1.327, N10 1.284
10 N -2.8054 -1.8554 0.3386  C9 1.284, H21 1.030, H22 1.014
11 H 2.0251 0.7157 2.2240  C1 1.048
12 H 3.5142 0.3194 1.2888  C1 1.166
13 H 2.2306 -0.8971 1.6546  C1 1.030
14 H 1.7136 1.3206 -0.1895  C2 1.091
15 H 3.0956 -1.3522 -0.4435  C3 1.012
16 H 1.8895 -1.1354 -1.7166  C3 1.148
17 H 3.2212 -0.0219 -1.4741  C3 1.120
18 H -0.2736 1.9110 -1.2836  C6 1.103
19 H -2.6463 2.4643 -1.1513  C7 1.116
20 H -4.1794 0.9816 0.1983  C8 1.139
21 H -2.5807 -2.4943 1.1140  N10 1.030
22 H -2.7792 -2.3368 -0.5534  N10 1.014

Its frontier orbital gap is 8.229 eV. Its SMILES is CC(C)/N=N\C=C/C=C=[NH2+]. As for the total charge: +1.



#Q
Molecular formula: C7H12N3
Method: DFT, ωB97M-V/def2-TZVPD

Last columns: bonded neighbours and bond lengths (Å).
Geometry (Å):
1 C -3.7664 0.4459 0.4463  N2 1.254, H11 1.136, H12 1.068
2 N -2.6693 0.2891 -0.1396  C1 1.254, C3 1.376
3 C -1.3267 0.5690 -0.0225  N2 1.376, N4 1.230, N9 1.628
4 N -0.6925 1.6119 -0.1722  C3 1.230, C5 1.368
5 C 0.6600 1.5372 -0.3654  N4 1.368, C6 1.311, C7 1.819
6 C 1.5622 2.4816 -0.4747  C5 1.311, H13 1.058, H14 1.109
7 C 0.9761 -0.2189 -0.0116  C5 1.819, C8 1.571, N9 1.416, H15 1.185
8 C 1.7601 -0.3134 1.3461  C7 1.571, H16 1.118, H17 1.113, H18 1.156
9 N -0.3451 -0.7292 0.0080  C3 1.628, C7 1.416, C10 1.426, H19 1.012
10 C -0.6690 -1.5660 -1.1007  N9 1.426, H20 1.086, H21 1.070, H22 1.106
11 H -4.6949 0.1558 -0.1399  C1 1.136
12 H -3.9388 1.0796 1.2889  C1 1.068
13 H 1.2982 3.4352 -0.8481  C6 1.058
14 H 2.6238 2.3370 -0.7617  C6 1.109
15 H 1.4608 -0.7557 -0.9503  C7 1.185
16 H 2.6929 0.2856 1.2042  C8 1.118
17 H 2.0418 -1.3571 1.6117  C8 1.113
18 H 0.9802 -0.0005 2.1395  C8 1.156
19 H -0.5668 -1.1915 0.8800  N9 1.012
20 H -0.9998 -0.8590 -1.8553  C10 1.086
21 H 0.0528 -2.2514 -1.4941  C10 1.070
22 H -1.5790 -2.1872 -1.0005  C10 1.106

Its frontier orbital gap is 9.134 eV. Its SMILES is C=NC1=NC(=C)[C@@H](C)[N@@H+]1C. As for the total charge: +1.



Preferred: #Q; penalty for the next structure: 0.800 eV.



#P
Molecular formula: C7H12N3
Method: DFT, ωB97M-V/def2-TZVPD

Last columns: bonded neighbours and bond lengths (Å).
Geometry (Å):
1 C 3.8725 1.6790 -2.5806  C2 1.211, H11 1.081
2 C 3.1397 1.1541 -1.7711  C1 1.211, C5 1.372
3 C 0.7455 0.4292 0.9050  C6 1.628, N8 1.373, H12 1.119, H13 1.120
4 C -1.9163 -1.5512 1.2331  N9 1.461, N10 1.575, H14 1.118, H15 1.162
5 C 2.4064 0.4854 -0.8239  C2 1.372, N8 1.296, H16 1.126
6 C -0.8535 0.4980 0.6051  C3 1.628, C7 1.449, N9 1.462, H17 1.040
7 C -1.2974 -0.2242 -0.5705  C6 1.449, N10 1.547, H18 1.088
8 N 1.4288 0.9942 -0.1427  C3 1.373, C5 1.296, H19 0.979
9 N -1.4968 -0.2310 1.6972  C4 1.461, C6 1.462, H20 1.006
10 N -2.3925 -1.2660 -0.2406  C4 1.575, C7 1.547, H21 1.091, H22 0.997
11 H 4.6298 1.8457 -3.3345  C1 1.081
12 H 0.9794 0.8485 1.9161  C3 1.119
13 H 0.8564 -0.6663 1.1123  C3 1.120
14 H -1.1317 -2.3267 1.0512  C4 1.118
15 H -2.8727 -2.0001 1.7176  C4 1.162
16 H 2.7919 -0.5616 -0.6712  C5 1.126
17 H -0.9749 1.5283 0.5307  C6 1.040
18 H -1.3719 0.3221 -1.5080  C7 1.088
19 H 1.1977 1.9424 -0.2135  N8 0.979
20 H -2.1745 0.2856 2.2313  N9 1.006
21 H -2.2179 -2.1857 -0.8003  N10 1.091
22 H -3.3481 -0.9998 -0.3428  N10 0.997

Its frontier orbital gap (alpha / beta) is 5.035 / 5.041 eV. As for the total charge: +1.



#Q
Molecular formula: C7H12N3
Method: DFT, ωB97M-V/def2-TZVPD

Last columns: bonded neighbours and bond lengths (Å).
Geometry (Å):
1 C 0.2689 -1.9375 -0.7757  C3 1.448, N8 1.304, H11 1.045
2 C 1.2324 1.4061 0.3360  N9 1.329, N10 1.330, H12 1.083
3 C -0.6832 -1.4146 0.1822  C1 1.448, C4 1.616, H13 1.086, H14 1.060
4 C -1.3613 -0.0601 -0.3817  C3 1.616, C5 1.457, C7 1.566, H15 1.048
5 C -0.5156 0.8334 -1.1626  C4 1.457, N9 1.305, H16 1.078
6 C 2.2145 -0.8743 0.0789  N8 1.307, N10 1.402, H17 1.088
7 C -1.8620 0.7659 0.8509  C4 1.566, H18 1.106, H19 1.128, H20 1.024
8 N 1.5073 -1.5306 -0.8028  C1 1.304, C6 1.307
9 N 0.4921 1.5571 -0.7576  C2 1.329, C5 1.305, H21 1.017
10 N 1.8336 0.2953 0.7524  C2 1.330, C6 1.402, H22 1.002
11 H -0.0810 -2.4739 -1.6019  C1 1.045
12 H 1.9033 2.1832 0.6817  C2 1.083
13 H -1.5796 -2.0185 0.2863  C3 1.086
14 H -0.1043 -1.0961 1.0117  C3 1.060
15 H -2.1617 -0.4857 -0.9068  C4 1.048
16 H -0.9184 0.8875 -2.1607  C5 1.078
17 H 3.0797 -1.4042 0.4722  C6 1.088
18 H -2.5375 0.0601 1.3683  C7 1.106
19 H -2.4845 1.6743 0.6065  C7 1.128
20 H -1.1511 0.9313 1.5698  C7 1.024
21 H 0.5830 2.4294 -1.2730  N9 1.017
22 H 2.3253 0.2718 1.6257  N10 1.002

Its frontier orbital gap (alpha / beta) is 6.939 / 6.701 eV. As for the total charge: +1.



Preferred: #Q; penalty for the next structure: 1.988 eV.



#P
Molecular formula: CH2BrN
Method: DFT, ωB97M-V/def2-TZVPD

Last columns: bonded neighbours and bond lengths (Å).
Geometry (Å):
1 C -1.8060 -0.6093 -0.5313  Br3 1.702
2 N 0.9077 0.3033 0.2707  Br3 2.019, H4 1.013, H5 1.020
3 Br -1.0822 0.6249 0.3908  C1 1.702, N2 2.019
4 H 0.9661 0.3335 -0.7404  N2 1.013
5 H 1.0145 -0.6524 0.6101  N2 1.020

Its frontier orbital gap is 7.389 eV.



#Q
Molecular formula: CH2BrN
Method: DFT, ωB97M-V/def2-TZVPD

Last columns: bonded neighbours and bond lengths (Å).
Geometry (Å):
1 C -0.6108 -2.1584 -2.3694  Br3 1.737
2 N -0.4802 0.0715 -0.0088  Br3 2.166, H4 1.016, H5 1.036
3 Br -1.0418 -1.9008 -0.7067  C1 1.737, N2 2.166
4 H -0.2744 0.8709 -0.6017  N2 1.016
5 H 0.3891 -0.3547 0.3597  N2 1.036

Its frontier orbital gap (alpha / beta) is 7.839 / 7.148 eV.



Preferred: #P; penalty for the next structure: 0.212 eV.



#P
Molecular formula: C5H8FNS
Method: DFT, ωB97M-V/def2-TZVPD

Last columns: bonded neighbours and bond lengths (Å).
Geometry (Å):
1 F 2.0681 1.9388 -0.4868  C2 1.416
2 C 0.8694 1.1853 -0.5178  F1 1.416, C3 1.471, C7 1.495, H9 1.064
3 C 0.2969 0.7841 0.7763  C2 1.471, C4 1.583, C7 1.621, H10 1.097
4 C -1.2703 0.5580 0.7623  C3 1.583, N5 1.460, H11 1.069, H12 1.062
5 N -1.6455 -0.0943 -0.4884  C4 1.460, C6 1.524, H13 1.027
6 C -0.4102 -0.9069 -0.8584  N5 1.524, C7 1.423, H14 1.145, H15 1.135
7 C 0.7653 -0.2953 -0.3388  C2 1.495, C3 1.621, C6 1.423, S8 1.770
8 S 2.3675 -0.8720 0.1429  C7 1.770, H16 1.534
9 H 0.1964 1.5375 -1.2633  C2 1.064
10 H 0.9278 0.6967 1.6693  C3 1.097
11 H -1.4474 -0.0345 1.6337  C4 1.069
12 H -1.7980 1.4754 0.8530  C4 1.062
13 H -2.3423 -0.8345 -0.3437  N5 1.027
14 H -0.4434 -2.0119 -0.5597  C6 1.145
15 H -0.2744 -1.0027 -1.9808  C6 1.135
16 H 2.1399 -2.1237 1.0002  S8 1.534

Its frontier orbital gap is 9.187 eV. Its SMILES is F[C@@H]1[C@H]2CNC[C@@]12S.



#Q
Molecular formula: C5H8FNS
Method: DFT, ωB97M-V/def2-TZVPD

Last columns: bonded neighbours and bond lengths (Å).
Geometry (Å):
1 C 1.3838 1.5610 -0.0527  N2 1.489, H9 1.123, H10 1.108, H11 1.122
2 N 0.4705 0.7027 -0.8564  C1 1.489, C3 1.463, H12 0.984
3 C -0.2071 -0.3641 -0.1187  N2 1.463, C4 1.446, C6 1.509, C7 1.526
4 C 0.5167 -1.5662 0.2290  C3 1.446, S5 1.622, H13 1.162
5 S 2.0542 -1.9437 -0.1258  C4 1.622
6 C -1.2830 0.1096 0.8283  C3 1.509, C7 1.528, H14 1.094, H15 1.067
7 C -1.6750 -0.5168 -0.5087  C3 1.526, C6 1.528, F8 1.372, H16 1.069
8 F -2.1310 -1.8099 -0.4539  C7 1.372
9 H 1.7575 2.4251 -0.6644  C1 1.123
10 H 0.8382 2.0228 0.7938  C1 1.108
11 H 2.1537 0.8785 0.3949  C1 1.122
12 H 1.0377 0.2399 -1.5137  N2 0.984
13 H -0.1304 -2.3953 0.7228  C4 1.162
14 H -1.4006 -0.4736 1.7459  C6 1.094
15 H -1.3271 1.1676 0.9632  C6 1.067
16 H -2.0581 -0.0375 -1.3836  C7 1.069

Its frontier orbital gap is 8.541 eV. Its SMILES is CN[C@@]1(C=S)C[C@@H]1F.



#R
Molecular formula: C5H8FNS
Method: DFT, ωB97M-V/def2-TZVPD

Last columns: bonded neighbours and bond lengths (Å).
Geometry (Å):
1 C -1.0554 1.6292 -0.0878  N2 1.553, H9 1.061, H10 1.112, H11 1.197
2 N -0.5009 0.6449 0.9770  C1 1.553, C3 1.425, H12 1.043
3 C 0.1143 -0.3273 0.1363  N2 1.425, C4 1.513, C6 1.488, C7 1.520
4 C -0.7756 -1.3422 -0.5481  C3 1.513, S5 1.745, H13 1.167
5 S -2.3101 -1.7341 0.1838  C4 1.745
6 C 1.3741 0.0854 -0.5394  C3 1.488, C7 1.503, H14 1.091, H15 1.181
7 C 1.4560 -0.7919 0.6779  C3 1.520, C6 1.503, F8 1.402, H16 1.144
8 F 1.8675 -2.0679 0.2693  C7 1.402
9 H -1.6189 2.2733 0.5387  C1 1.061
10 H -0.2349 2.0841 -0.6848  C1 1.112
11 H -1.8156 1.0691 -0.8233  C1 1.197
12 H -1.3507 0.2491 1.4340  N2 1.043
13 H 0.0223 -2.0128 -1.0738  C4 1.167
14 H 1.4099 -0.5144 -1.4501  C6 1.091
15 H 1.5640 1.2375 -0.7151  C6 1.181
16 H 1.8536 -0.4820 1.7051  C7 1.144

Its frontier orbital gap is 8.052 eV. Its SMILES is CN[C@@]1(C=S)C[C@@H]1F.



Preferred: #Q; penalty for the next structure: 0.624 eV.